Record 1
The following is a quantum chemistry calculation of the molecule CHCl2NO2, from OMol25.

The geometry in XYZ format:
```
7
Properties=species:S:1:pos:R:3
O 1.02009 -1.54863 -0.22073
N -0.00697 -0.97015 -0.00315
O -1.04439 -1.39026 0.28455
C 0.12700 0.50946 -0.02896
Cl -0.71341 1.14730 1.40816
Cl -0.57775 1.27433 -1.50991
H 1.19543 0.97795 0.07005
```

Computed properties:
HOMO: -11.7 eV
Lowest unoccupied orbital energy: -0.01834 Ha
Spin multiplicity: 1
Net charge: 0
SMILES: O=[N+]([O-])C(Cl)Cl
Energy above the lowest of the compared OMol25 structures with the same formula, charge and spin: 55.43 kcal/mol
Kohn-Sham gap: 0.413 Ha

Results of the Mulliken charge analysis, in e, for atoms 1 through 2: atom 1 (O): -0.524, atom 2 (N): 0.883

=====

Record 2
The following is a quantum chemistry calculation of a structure of composition C29H30LuN10O2S2, from OMol25.

The geometry in XYZ format:
```
74
Properties=species:S:1:pos:R:3
Lu -0.65385 1.31468 0.19437
O 2.75178 -1.72435 3.37785
C 1.89161 -2.63468 2.88923
C 2.21869 -3.97821 3.05620
C 1.37149 -4.96247 2.58934
C 0.18200 -4.63736 1.93458
C -0.12813 -3.30975 1.73194
C 0.71442 -2.29364 2.19723
C 0.34739 -0.89514 1.92179
O -0.47567 -0.64791 0.94945
N 0.86830 0.03874 2.68688
N 0.46596 1.28737 2.26694
C 0.57366 2.25821 3.07217
C 0.18580 3.59245 2.59288
C 0.20907 4.68348 3.43919
C -0.13825 5.92856 2.93318
C -0.49249 6.02892 1.60080
C -0.50521 4.87722 0.82420
N -0.17372 3.67996 1.29970
H 2.32657 -0.84239 3.30912
H 3.13794 -4.22409 3.57286
H 1.63232 -6.00143 2.74632
H -0.48943 -5.41608 1.59513
H -1.03684 -3.02278 1.21713
H 0.94393 2.12358 4.08481
H 0.49679 4.55500 4.47582
H -0.13082 6.80150 3.57239
H -0.76560 6.97766 1.15918
H -0.81694 4.90603 -0.21186
S -2.03646 2.87862 -1.41614
C -3.25292 2.38210 -0.26335
C -4.61882 2.63868 -0.44923
C -5.52449 2.18463 0.48122
C -5.07864 1.46919 1.59616
C -3.73285 1.25102 1.72200
N -2.83604 1.70121 0.82839
H -4.92505 3.18490 -1.33031
H -6.58266 2.37622 0.34664
H -5.76507 1.09297 2.34108
H -3.33036 0.69817 2.56253
N 5.86328 2.62601 -3.23541
C 5.03442 1.58188 -3.36023
S 5.22348 0.40644 -4.49241
C 3.88000 1.57050 -2.40407
C 3.34297 0.36583 -1.96411
C 2.24181 0.38608 -1.14038
N 1.64532 1.51874 -0.74218
C 2.17452 2.67366 -1.14000
C 3.28492 2.74477 -1.96230
H 6.64945 2.68380 -3.86191
H 5.81562 3.26996 -2.46515
H 3.78743 -0.56859 -2.27606
H 1.81714 -0.53955 -0.76850
H 1.67716 3.57498 -0.80397
H 3.63855 3.71581 -2.28218
C 0.18261 -4.24832 -1.90022
C -1.25023 -4.46322 -2.38150
C -2.19413 -4.77111 -1.22370
C -1.75192 -3.28151 -3.22077
N -1.56293 -1.99201 -2.54802
C -0.53685 -1.14817 -2.61858
N -0.77113 -0.15214 -1.80532
N -1.96819 -0.41573 -1.23443
N -2.45248 -1.51515 -1.66547
H 0.55346 -5.14608 -1.40501
H 0.24028 -3.43792 -1.16778
H 0.86075 -4.02504 -2.73065
H -1.25306 -5.31000 -3.07233
H -2.27330 -3.92023 -0.54248
H -1.82653 -5.62587 -0.65380
H -3.19772 -5.01034 -1.58098
H -2.81474 -3.37132 -3.43224
H -1.21402 -3.22345 -4.16451
H 0.32665 -1.27347 -3.25121
```

Computed properties:
HOMO: -10.3 eV
Lowest unoccupied orbital energy: -0.11911 Ha
Spin multiplicity: 1
Net charge: +1
Energy above the lowest of the compared OMol25 structures with the same formula, charge and spin: 0.00 kcal/mol
Kohn-Sham gap: 0.258 Ha

Results of the Mulliken charge analysis, in e, for atoms 1 through 2: atom 1 (Lu): 1.845, atom 2 (O): -0.647

=====

Record 3
The following is a quantum chemistry calculation of a cluster of 8 separate species, C40H48BBr2F3N7O3P in total, from OMol25.

The geometry in XYZ format:
```
105
Properties=species:S:1:pos:R:3
O -1.98074 -0.57102 2.08868
C -1.56621 -1.07832 1.05023
C -0.82970 -0.20881 0.04231
B -0.54224 -0.91781 -1.34910
C 0.58740 -1.98190 -1.62856
C 1.62883 -2.16574 -0.51437
C 2.69372 -1.07806 -0.38032
F 2.55292 -0.36933 0.76469
Br 2.77622 0.18435 -1.86163
C 4.09821 -1.76619 -0.26114
F 4.05091 -2.72024 0.66598
F 5.01200 -0.89338 0.12703
Br 4.64299 -2.58363 -1.95409
P -1.66530 -0.44711 -2.79360
O -1.57023 -1.62140 -3.93997
O -3.26416 -0.44782 -2.30610
C -1.77433 -2.53944 0.81986
C -2.41560 -3.05301 -0.26709
C -2.55837 -4.39397 -0.43995
C -2.04943 -5.24685 0.49260
C -1.43367 -4.74044 1.60133
C -1.29632 -3.40085 1.76582
H -1.48753 0.64507 -0.14297
H 0.08261 0.21307 0.46493
H 0.04841 -2.93360 -1.71090
H 1.03829 -1.84526 -2.60865
H 1.09847 -2.18500 0.43755
H 2.07125 -3.14908 -0.61994
H -2.43197 -1.78449 -4.34231
H -3.40660 0.20301 -1.60788
H -2.79660 -2.37113 -1.01911
H -3.05322 -4.75127 -1.33121
H -2.12760 -6.31564 0.35820
H -1.05320 -5.40902 2.35750
H -0.80746 -3.03849 2.65906
C -7.01870 0.50665 1.36326
C -6.66934 1.56234 2.24741
C -5.36205 1.37127 2.61285
N -4.91036 0.24170 1.98914
C -5.91205 -0.28990 1.22348
H -7.97139 0.35046 0.88514
H -7.30348 2.36862 2.57608
H -4.71732 1.94020 3.26118
H -3.98408 -0.13981 2.07595
H -5.75237 -1.18620 0.64698
C -4.06801 -10.05621 -1.37711
C -4.25904 -10.14852 0.02851
C -4.33541 -8.87173 0.51505
N -4.19429 -8.01174 -0.54075
C -4.03502 -8.72630 -1.69781
H -3.96778 -10.87334 -2.07152
H -4.33277 -11.04978 0.61351
H -4.47694 -8.50156 1.51615
H -4.20777 -7.01087 -0.47635
H -3.91188 -8.22838 -2.64445
C -8.00237 -0.07615 -4.35699
C -7.63316 1.03474 -3.55237
C -6.29451 0.91964 -3.28844
N -5.84067 -0.21707 -3.89825
C -6.87471 -0.82756 -4.55446
H -8.98241 -0.29694 -4.74560
H -8.27656 1.82651 -3.20716
H -5.62944 1.54690 -2.71984
H -4.89573 -0.54810 -3.86141
H -6.72026 -1.74140 -5.10277
C 6.09516 4.72480 -2.09448
C 6.11610 4.15097 -3.39844
C 5.20625 3.12819 -3.40670
N 4.63971 3.06017 -2.16594
C 5.16913 4.02942 -1.36285
H 6.68482 5.55331 -1.73672
H 6.72751 4.45279 -4.23417
H 4.91569 2.44592 -4.18728
H 3.93720 2.39519 -1.88657
H 4.84395 4.14166 -0.34279
C 11.07830 3.87315 -1.28253
C 11.49760 4.68080 -2.37434
C 10.37069 5.04713 -3.06392
N 9.29202 4.49142 -2.43319
C 9.71243 3.77870 -1.34642
H 11.70602 3.41555 -0.53558
H 12.50790 4.95995 -2.62378
H 10.24532 5.65287 -3.94542
H 8.33098 4.58793 -2.71968
H 9.00700 3.26602 -0.71429
C 9.51184 3.56109 3.39537
C 10.89316 3.71375 3.69054
C 11.39108 4.65598 2.82991
N 10.36764 5.07476 2.02652
C 9.21929 4.41627 2.36596
H 8.81444 2.90036 3.88275
H 11.45539 3.19220 4.44697
H 12.38223 5.06164 2.72008
H 10.44763 5.75778 1.29568
H 8.29619 4.61096 1.84689
C -7.44828 2.55593 5.53421
C -8.82899 2.56611 5.19734
C -9.40716 3.60504 5.87617
N -8.43140 4.22070 6.61201
C -7.23411 3.58927 6.40625
H -6.70117 1.86868 5.17534
H -9.33694 1.88764 4.53222
H -10.42406 3.95770 5.89958
H -8.57201 5.01279 7.21030
H -6.33776 3.92869 6.89660
```

Computed properties:
HOMO: -8.1 eV
Lowest unoccupied orbital energy: -0.02638 Ha
Spin multiplicity: 1
Net charge: 0
SMILES: O=C(CB(CC[C@](F)(Br)C(F)(F)Br)P(O)O)c1ccccc1.c1cc[nH]c1.c1cc[nH]c1.c1cc[nH]c1.c1cc[nH]c1.c1cc[nH]c1.c1cc[nH]c1.c1cc[nH]c1
Energy above the lowest of the compared OMol25 structures with the same formula, charge and spin: 0.00 kcal/mol
Kohn-Sham gap: 0.270 Ha

Results of the Mulliken charge analysis, in e, for atoms 1 through 2: atom 1 (O): -0.771, atom 2 (C): 0.286

=====

Record 4
The following is a quantum chemistry calculation of a structure of composition C46H41N2O4P2SeW, from OMol25.

The geometry in XYZ format:
```
97
Properties=species:S:1:pos:R:3
W 0.53639 -0.38290 0.09042
O 3.17860 -2.66234 -2.26358
C 2.56932 -2.04833 -1.24432
O 1.46183 -1.39863 -1.44454
C 3.03676 -2.08830 0.09239
C 4.20293 -2.65471 0.62359
C 4.45459 -2.49603 1.98515
C 3.55162 -1.82247 2.79152
C 2.39966 -1.28028 2.20535
N 2.14101 -1.40883 0.88414
C 1.31202 -0.55697 2.88451
O 1.22677 -0.32617 4.07228
O 0.37084 -0.21186 1.98799
H 2.77252 -2.39111 -3.10204
H 4.89696 -3.16905 -0.01936
H 5.36628 -2.89084 2.40286
H 3.70205 -1.69223 3.84784
C -0.97277 2.24815 -1.18909
P -1.24755 1.44954 0.48711
C -1.09052 2.54845 1.93707
C 0.18475 2.80503 2.44716
C 0.33058 3.45366 3.65958
C -0.78630 3.85364 4.37841
C -2.05248 3.58296 3.88838
C -2.20742 2.91623 2.68766
C -3.05327 1.25988 0.23394
C -3.87018 2.38427 0.11148
C -5.22041 2.23239 -0.13975
C -5.76647 0.96835 -0.30702
C -4.95404 -0.14800 -0.20559
C -3.60526 -0.00351 0.07109
C -1.19374 1.02938 -2.05235
C -1.90234 0.77581 -3.20122
C -1.94712 -0.63220 -3.36542
C -1.26442 -1.18203 -2.30881
C -1.07746 -2.61908 -1.88819
P -0.61001 -2.59744 -0.09015
C -2.04569 -3.12386 0.89762
C -2.77927 -4.25657 0.56631
C -3.83354 -4.65011 1.36864
C -4.14948 -3.92030 2.50378
C -3.41572 -2.79317 2.84057
C -2.35538 -2.39727 2.04606
C 0.50294 -4.00275 0.22155
C 0.95531 -4.09150 1.54195
C 1.86522 -5.06603 1.89968
C 2.31946 -5.96919 0.94726
C 1.85457 -5.89996 -0.35645
C 0.94419 -4.92073 -0.72303
N -0.77215 -0.17345 -1.50669
H 0.02826 2.69010 -1.27363
H -1.71182 3.02455 -1.39456
H 1.06890 2.47564 1.91049
H 1.31688 3.63367 4.05874
H -0.67088 4.35420 5.32718
H -2.92954 3.87055 4.44848
H -3.20195 2.67371 2.34737
H -3.45003 3.37725 0.20894
H -5.84807 3.10692 -0.20493
H -6.81893 0.86056 -0.52302
H -5.37026 -1.13527 -0.33428
H -2.96615 -0.87789 0.14485
H -2.33673 1.49444 -3.86815
H -2.43100 -1.16482 -4.16222
H -0.26307 -3.08004 -2.45994
H -1.99160 -3.19171 -2.06578
H -2.51573 -4.83486 -0.30743
H -4.39577 -5.53448 1.10969
H -4.96865 -4.23364 3.13101
H -3.66542 -2.23194 3.72784
H -1.76665 -1.52097 2.31359
H 0.58809 -3.38406 2.28251
H 2.22007 -5.12091 2.91915
H 3.03088 -6.73267 1.22564
H 2.19835 -6.61281 -1.09239
H 0.58468 -4.88491 -1.74201
C 2.64293 5.95509 -4.26884
C 2.51877 4.85815 -3.26181
C 2.70435 5.08674 -1.90814
C 2.64254 4.06573 -0.96844
C 2.84938 4.39475 0.47723
C 2.38395 2.76765 -1.41708
Se 2.36218 1.24722 -0.12559
C 2.21101 2.50298 -2.77846
C 2.01083 1.11640 -3.30959
C 2.26312 3.55812 -3.67353
H 2.50472 6.92904 -3.81048
H 1.91396 5.82057 -5.06265
H 3.63564 5.92649 -4.71788
H 2.92566 6.08470 -1.56016
H 3.44033 5.30080 0.57461
H 3.36568 3.57689 0.97895
H 1.89128 4.56122 0.97075
H 1.25464 0.56778 -2.73916
H 2.95592 0.57477 -3.24776
H 1.69542 1.15147 -4.34893
H 2.12966 3.35328 -4.72589
```

Computed properties:
HOMO (alpha / beta): -9.9 / -9.7 eV
Lowest unoccupied orbital energy (alpha / beta): -0.15685 / -0.15477 Ha
Spin multiplicity: 1
Net charge: +1
Kohn-Sham gap (alpha / beta): 0.207 / 0.200 Ha

Results of the Mulliken charge analysis, in e, for atoms 1 through 2: atom 1 (W): 0.569, atom 2 (O): -0.616

=====

Taking the records one at a time from the top gives F_max values of 4.1 1.1 2.0 3.2 eV/Å.